P) {"formula": "C9H14", "method": "ωB97M-V/def2-TZVPD", "orbital_gap_ev": 10.05, "multiplicity": 1, "symbols": ["C", "C", "H", "H", "H", "H", "H", "H", "C", "C", "C", "C", "C", "C", "C", "H", "H", "H", "H", "H", "H", "H", "H"], "positions_angstrom": [[-0.78, 0.42, -2.26], [-1.06, 1.33, -3.44], [-0.46, 0.87, -1.32], [-1.62, -0.26, -2.15], [0.06, -0.27, -2.46], [-0.19, 1.69, -3.99], [-1.75, 0.83, -4.12], [-1.60, 2.22, -3.11], [-0.09, -2.50, 0.92], [1.06, 1.45, 2.15], [2.01, 0.57, 1.67], [-0.28, 1.06, 2.17], [1.63, -0.71, 1.27], [-0.68, -0.17, 1.67], [0.30, -1.09, 1.28], [1.31, 2.44, 2.51], [3.03, 0.90, 1.56], [-1.00, 1.79, 2.50], [2.39, -1.40, 0.90], [-1.70, -0.53, 1.71], [-0.65, -2.98, 1.73], [0.80, -3.11, 0.76], [-0.72, -2.56, 0.04]]}

Q) {"formula": "C9H14", "method": "ωB97M-V/def2-TZVPD", "orbital_gap_ev": 9.15, "multiplicity": 1, "symbols": ["C", "C", "C", "C", "C", "C", "C", "C", "C", "H", "H", "H", "H", "H", "H", "H", "H", "H", "H", "H", "H", "H", "H"], "positions_angstrom": [[-2.12, 1.20, -1.28], [-0.86, 0.83, -0.49], [-0.34, -0.33, -0.87], [0.59, -0.80, 0.08], [0.84, -2.27, -0.62], [0.24, -0.78, 1.56], [0.57, 0.69, 1.30], [-0.28, 1.52, 0.59], [1.63, 0.24, 0.32], [-2.90, 1.70, -0.57], [-2.65, 0.49, -1.96], [-1.40, 2.05, -1.90], [-0.53, -0.90, -1.90], [-0.35, -2.54, -1.27], [1.96, -2.15, -1.37], [0.98, -3.38, 0.29], [0.81, -0.95, 2.51], [-0.74, -1.13, 1.78], [1.31, 1.09, 2.03], [0.08, 2.56, 0.51], [-1.00, 1.86, 1.25], [2.52, 0.12, 0.74], [1.65, 0.87, -0.73]]}

R) {"formula": "C9H14", "method": "ωB97M-V/def2-TZVPD", "orbital_gap_ev": 10.05, "multiplicity": 1, "symbols": ["C", "C", "H", "H", "H", "H", "H", "H", "C", "C", "C", "C", "C", "C", "C", "H", "H", "H", "H", "H", "H", "H", "H"], "positions_angstrom": [[-0.61, 1.35, -2.18], [0.07, 0.39, -3.14], [0.02, 1.97, -1.57], [-1.22, 2.27, -2.73], [-1.47, 0.95, -1.63], [-0.37, -0.60, -3.18], [1.10, 0.37, -2.84], [0.07, 0.98, -4.13], [2.10, -1.66, 0.60], [-0.41, -1.32, 0.50], [0.85, -0.85, 1.06], [-1.50, -0.53, 0.51], [0.96, 0.43, 1.58], [-1.45, 0.77, 1.07], [-0.27, 1.20, 1.54], [-0.60, -2.39, 0.31], [-2.35, -0.85, -0.14], [2.13, -1.24, -0.39], [1.88, -2.73, 0.46], [1.80, 0.95, 2.07], [-2.31, 1.39, 0.81], [-0.39, 2.08, 2.20], [2.86, -1.74, 1.36]]}

S) {"formula": "C9H14", "method": "ωB97M-V/def2-TZVPD", "orbital_gap_ev": 10.10, "multiplicity": 1, "symbols": ["C", "C", "C", "C", "C", "C", "C", "H", "H", "H", "H", "H", "H", "H", "H", "C", "C", "H", "H", "H", "H", "H", "H"], "positions_angstrom": [[-1.36, -1.78, -0.20], [1.94, -0.41, -1.37], [0.64, -0.90, -1.38], [2.73, -0.43, -0.22], [0.10, -1.34, -0.18], [2.18, -1.01, 0.94], [0.84, -1.39, 1.01], [2.47, 0.05, -2.20], [0.17, -1.10, -2.33], [3.70, 0.01, -0.22], [2.85, -1.22, 1.75], [-1.82, -1.62, -1.17], [-1.94, -1.30, 0.59], [0.37, -1.78, 1.90], [-1.41, -2.85, 0.01], [-2.10, 1.68, 0.39], [-0.80, 2.58, 0.41], [-2.65, 1.62, 1.33], [-2.73, 2.26, -0.30], [-1.74, 0.72, 0.08], [-0.01, 1.99, 0.88], [-0.59, 2.69, -0.65], [-0.84, 3.52, 0.95]]}

What should be chosen as the most stable of them? Choose P).

P) {"formula": "C9H14", "method": "ωB97M-V/def2-TZVPD", "orbital_gap_ev": 9.73, "multiplicity": 1, "symbols": ["C", "C", "H", "H", "H", "H", "H", "H", "C", "C", "C", "C", "C", "C", "C", "H", "H", "H", "H", "H", "H", "H", "H"], "positions_angstrom": [[2.98, -0.48, 1.28], [3.64, -1.02, 2.53], [3.12, -1.30, 0.40], [1.93, -0.49, 1.40], [3.41, 0.43, 0.88], [2.91, -1.53, 3.17], [4.46, -1.88, 2.17], [4.09, -0.45, 3.29], [-0.07, -0.23, -2.74], [-1.68, -0.68, -1.09], [-0.55, 0.11, -1.26], [-2.64, -0.31, -0.10], [-2.37, 0.87, 0.58], [-0.11, 1.00, -0.28], [-1.11, 1.35, 0.58], [-1.98, -1.46, -1.81], [-3.47, -1.02, 0.05], [0.16, 0.58, -3.44], [-0.73, -0.91, -3.25], [-3.18, 1.19, 1.26], [0.67, 1.63, -0.15], [-0.84, 2.09, 1.33], [0.94, -0.51, -2.39]]}

Q) {"formula": "C9H14", "method": "ωB97M-V/def2-TZVPD", "orbital_gap_ev": 10.04, "multiplicity": 1, "symbols": ["C", "C", "C", "C", "C", "C", "C", "H", "H", "H", "H", "H", "H", "H", "H", "C", "C", "H", "H", "H", "H", "H", "H"], "positions_angstrom": [[-2.85, -0.75, -1.66], [-0.64, -1.87, -1.54], [-1.35, -0.69, -1.34], [0.75, -1.89, -1.34], [1.37, -0.81, -0.80], [-0.70, 0.43, -0.80], [0.64, 0.37, -0.52], [-1.12, -2.80, -1.80], [1.28, -2.71, -1.80], [-3.41, -0.39, -0.80], [-3.16, -1.79, -1.79], [2.41, -0.89, -0.49], [-1.21, 1.37, -0.63], [1.28, 1.23, -0.37], [-3.02, -0.27, -2.62], [2.03, 1.75, 3.02], [0.68, 2.31, 3.41], [2.35, 2.11, 2.04], [2.82, 2.23, 3.63], [2.07, 0.68, 3.18], [0.67, 3.39, 3.33], [-0.04, 1.96, 2.65], [0.36, 2.08, 4.42]]}

R) {"formula": "C9H14", "method": "ωB97M-V/def2-TZVPD", "orbital_gap_ev": 10.11, "multiplicity": 1, "symbols": ["C", "C", "H", "H", "H", "H", "H", "H", "C", "C", "C", "C", "C", "C", "C", "H", "H", "H", "H", "H", "H", "H", "H"], "positions_angstrom": [[-1.56, -2.15, 0.59], [-2.53, -0.98, 0.85], [-0.52, -1.86, 0.52], [-1.61, -2.88, 1.41], [-1.82, -2.70, -0.31], [-2.01, -0.06, 1.11], [-3.16, -1.23, 1.71], [-3.19, -0.85, 0.00], [-0.39, 0.20, -1.92], [1.80, -0.10, -0.70], [0.60, 0.59, -0.84], [2.78, 0.41, 0.15], [2.53, 1.49, 0.97], [0.33, 1.64, 0.03], [1.26, 2.08, 0.96], [2.00, -0.96, -1.32], [3.79, 0.01, 0.08], [-1.16, -0.43, -1.47], [0.10, -0.23, -2.79], [3.28, 1.82, 1.67], [-0.61, 2.16, -0.08], [0.98, 2.90, 1.60], [-0.87, 1.13, -2.25]]}

S) {"formula": "C9H14", "method": "ωB97M-V/def2-TZVPD", "orbital_gap_ev": 10.05, "multiplicity": 1, "symbols": ["C", "C", "H", "H", "H", "H", "H", "H", "C", "C", "C", "C", "C", "C", "C", "H", "H", "H", "H", "H", "H", "H", "H"], "positions_angstrom": [[0.96, 4.18, -0.74], [2.36, 3.57, -0.54], [0.95, 5.27, -0.83], [0.39, 3.74, -1.56], [0.36, 3.95, 0.15], [2.31, 3.10, 0.44], [3.14, 4.33, -0.46], [2.67, 2.91, -1.34], [0.31, -3.66, 0.41], [-1.23, 0.41, 0.16], [-1.93, -0.61, 0.75], [-0.01, 0.05, -0.46], [-1.54, -1.95, 0.78], [0.41, -1.26, -0.39], [-0.30, -2.28, 0.24], [-1.51, 1.45, 0.26], [-2.88, -0.42, 1.26], [0.61, 0.74, -1.01], [-2.26, -2.68, 1.13], [1.39, -1.43, -0.82], [-0.50, -4.38, 0.33], [0.72, -3.67, 1.42], [1.15, -3.89, -0.24]]}

What should be chosen as the most stable of them? Choose R).

P) {"formula": "C4H9NO2", "method": "ωB97M-V/def2-TZVPD", "orbital_gap_ev": 9.78, "multiplicity": 1, "symbols": ["N", "C", "O", "C", "C", "C", "O", "H", "H", "H", "H", "H", "H", "H", "H", "H"], "positions_angstrom": [[1.22, 0.13, 0.92], [1.05, -1.21, 0.75], [1.93, -2.05, 0.86], [-0.32, -1.63, 0.52], [-1.38, -0.95, 0.96], [-1.27, 1.05, -1.50], [-0.68, 1.78, -0.72], [2.18, 0.37, 1.01], [0.55, 0.80, 0.54], [2.29, 2.16, -1.05], [-0.31, -2.63, 0.12], [-2.32, -1.45, 0.84], [-1.34, -0.03, 1.56], [-0.97, 0.01, -1.77], [-2.20, 1.37, -1.96], [1.57, 2.31, -1.06]]}

Q) {"formula": "C4H9NO2", "method": "ωB97M-V/def2-TZVPD", "orbital_gap_ev": 9.90, "multiplicity": 1, "symbols": ["N", "C", "O", "C", "C", "C", "O", "H", "H", "H", "H", "H", "H", "H", "H", "H"], "positions_angstrom": [[1.08, -1.61, -0.36], [0.32, -1.64, 0.75], [0.41, -2.52, 1.60], [-0.69, -0.52, 0.85], [-0.18, 0.90, 0.76], [-0.31, 1.56, -0.68], [0.49, 0.85, -1.59], [1.81, -2.30, -0.46], [1.02, -0.85, -1.02], [-1.48, -0.72, -0.02], [-1.26, -0.68, 1.78], [-0.75, 1.57, 1.41], [0.88, 0.97, 1.03], [-1.38, 1.63, -0.95], [0.11, 2.57, -0.64], [-0.07, 0.79, -2.45]]}

R) {"formula": "C4H9NO2", "method": "ωB97M-V/def2-TZVPD", "orbital_gap_ev": 10.97, "multiplicity": 1, "symbols": ["C", "C", "N", "C", "O", "O", "C", "H", "H", "H", "H", "H", "H", "H", "H", "H"], "positions_angstrom": [[-0.75, 1.37, 1.31], [-1.69, -1.42, -0.62], [-0.85, -0.89, -1.42], [0.31, 0.42, 0.72], [0.50, -0.68, 1.21], [1.10, 0.91, -0.25], [2.21, 0.05, -0.61], [-0.66, 2.41, 1.00], [-1.81, 1.09, 1.18], [-0.59, 1.31, 2.39], [-1.38, -1.54, 0.42], [-2.69, -1.75, -0.89], [-1.23, -0.80, -2.36], [2.82, 0.59, -1.34], [2.82, -0.16, 0.27], [1.88, -0.90, -1.04]]}

S) {"formula": "C4H9NO2", "method": "ωB97M-V/def2-TZVPD", "orbital_gap_ev": 10.65, "multiplicity": 1, "symbols": ["C", "C", "C", "O", "N", "C", "O", "H", "H", "H", "H", "H", "H", "H", "H", "H"], "positions_angstrom": [[0.83, -1.54, -0.67], [-0.20, -0.49, -0.26], [-0.30, -0.40, 1.27], [-1.51, 0.13, 1.73], [0.17, 0.78, -0.90], [-0.10, 2.05, -0.51], [-0.69, 2.41, 0.50], [0.97, -1.56, -1.75], [0.50, -2.53, -0.35], [1.80, -1.33, -0.20], [-1.20, -0.79, -0.61], [-0.25, -1.43, 1.66], [0.57, 0.14, 1.66], [-1.48, 1.08, 1.49], [0.60, 0.70, -1.81], [0.28, 2.78, -1.24]]}

What should be chosen as the most stable of them? Choose S).

P) {"formula": "C4H9NO2", "method": "ωB97M-V/def2-TZVPD", "orbital_gap_ev": 8.49, "multiplicity": 1, "symbols": ["C", "C", "O", "N", "H", "H", "H", "H", "H", "C", "C", "O", "H", "H", "H", "H"], "positions_angstrom": [[2.20, 0.04, 0.95], [-0.99, -1.92, 0.17], [1.69, -1.04, 0.53], [-0.54, -0.76, 0.25], [1.20, 1.19, 0.88], [2.40, 0.12, 2.03], [2.98, 0.49, 0.31], [-1.99, -2.12, -0.21], [-0.38, -2.77, 0.46], [-0.99, 0.88, -1.45], [-1.01, 0.55, 0.06], [-1.91, 0.99, 0.80], [0.30, 1.47, 0.65], [-1.13, 1.95, -1.57], [-1.80, 0.37, -1.97], [-0.04, 0.56, -1.88]]}

Q) {"formula": "C4H9NO2", "method": "ωB97M-V/def2-TZVPD", "orbital_gap_ev": 9.72, "multiplicity": 1, "symbols": ["C", "C", "C", "O", "N", "C", "O", "H", "H", "H", "H", "H", "H", "H", "H", "H"], "positions_angstrom": [[1.33, -0.98, 1.07], [0.02, -0.27, 1.25], [-0.09, 1.04, 1.49], [-1.31, 1.62, 1.69], [-0.36, -1.22, -1.98], [-0.70, -0.07, -2.39], [-0.58, 1.03, -1.65], [1.31, -1.56, 0.13], [1.51, -1.68, 1.89], [2.17, -0.29, 1.02], [-0.89, -0.86, 1.19], [0.78, 1.69, 1.56], [-0.27, 0.73, -0.76], [-1.23, 2.57, 1.55], [-0.55, -1.92, -2.69], [-1.13, 0.18, -3.37]]}

R) {"formula": "C4H9NO2", "method": "ωB97M-V/def2-TZVPD", "orbital_gap_ev": 9.41, "multiplicity": 1, "symbols": ["C", "N", "C", "C", "O", "C", "O", "H", "H", "H", "H", "H", "H", "H", "H", "H"], "positions_angstrom": [[-1.03, 0.63, -1.61], [-0.55, 1.20, -0.37], [0.50, 0.50, 0.44], [0.99, -0.81, -0.20], [1.42, -1.80, 0.73], [-0.19, -0.07, 1.72], [-1.33, -0.45, 1.63], [-0.27, 0.62, -2.41], [-1.33, -0.43, -1.58], [-1.97, 1.06, -1.93], [-1.30, 1.53, 0.20], [1.13, 1.38, 0.60], [1.83, -0.71, -0.91], [0.09, -1.28, -0.61], [1.74, -1.46, 1.56], [0.25, 0.08, 2.73]]}

S) {"formula": "C4H9NO2", "method": "ωB97M-V/def2-TZVPD", "orbital_gap_ev": 10.08, "multiplicity": 1, "symbols": ["C", "N", "C", "C", "O", "C", "O", "H", "H", "H", "H", "H", "H", "H", "H", "H"], "positions_angstrom": [[-1.32, 0.71, -0.99], [-0.38, 1.08, 0.09], [0.66, 0.06, 0.28], [0.12, -1.15, 1.05], [-0.42, -0.71, 2.28], [1.47, -0.31, -0.93], [1.67, 0.40, -1.87], [-0.80, 0.50, -1.92], [-1.95, 1.56, -1.25], [-1.92, -0.13, -0.66], [0.00, 2.01, -0.07], [1.38, 0.63, 0.89], [-0.54, -1.80, 0.47], [1.04, -1.60, 1.40], [-1.03, 0.02, 2.13], [2.00, -1.29, -0.90]]}

What should be chosen as the most stable of them? Choose Q).

P) {"formula": "C4H9NO2", "method": "ωB97M-V/def2-TZVPD", "orbital_gap_ev": 10.27, "multiplicity": 1, "symbols": ["N", "C", "O", "C", "C", "C", "O", "H", "H", "H", "H", "H", "H", "H", "H", "H"], "positions_angstrom": [[2.13, 0.23, 1.04], [0.97, -0.50, 1.15], [0.47, -0.76, 2.23], [0.39, -1.05, -0.15], [-1.09, -0.69, -0.29], [-1.30, 0.66, -0.94], [-0.51, 1.62, -0.25], [2.40, 0.71, 1.88], [2.29, 0.73, 0.18], [0.96, -0.71, -1.03], [0.51, -2.13, -0.09], [-1.61, -1.45, -0.90], [-1.54, -0.71, 0.71], [-1.00, 0.61, -2.00], [-2.37, 0.93, -0.91], [-0.70, 2.49, -0.61]]}

Q) {"formula": "C4H9NO2", "method": "ωB97M-V/def2-TZVPD", "orbital_gap_ev": 10.64, "multiplicity": 1, "symbols": ["C", "C", "C", "O", "N", "C", "O", "H", "H", "H", "H", "H", "H", "H", "H", "H"], "positions_angstrom": [[-1.18, 1.43, -0.25], [-0.27, 0.32, 0.26], [-0.96, -1.05, 0.14], [-0.46, -2.02, 1.01], [1.00, 0.39, -0.48], [2.11, -0.31, -0.15], [2.17, -1.18, 0.69], [-0.67, 2.41, -0.20], [-2.09, 1.49, 0.35], [-1.47, 1.25, -1.29], [-0.06, 0.47, 1.33], [-2.02, -0.92, 0.39], [-0.92, -1.37, -0.92], [0.51, -1.96, 0.99], [1.09, 1.10, -1.18], [2.99, -0.01, -0.74]]}

What should be chosen as the most stable of them? Choose P).

P) {"formula": "C4H9NO2", "method": "ωB97M-V/def2-TZVPD", "orbital_gap_ev": 10.01, "multiplicity": 1, "symbols": ["N", "C", "O", "C", "C", "C", "O", "H", "H", "H", "H", "H", "H", "H", "H", "H"], "positions_angstrom": [[1.35, 0.37, 1.41], [1.38, -0.92, 1.00], [2.14, -1.75, 1.49], [0.32, -1.26, -0.08], [-1.05, -0.47, -0.15], [-1.16, 0.83, -1.01], [-0.23, 1.79, -0.54], [2.06, 0.67, 2.06], [0.91, 1.05, 0.80], [0.62, -1.00, -1.08], [0.20, -2.36, 0.02], [-1.80, -1.14, -0.60], [-1.37, -0.21, 0.86], [-1.00, 0.65, -2.09], [-2.18, 1.23, -0.93], [-0.18, 2.53, -1.16]]}

Q) {"formula": "C4H9NO2", "method": "ωB97M-V/def2-TZVPD", "orbital_gap_ev": 10.57, "multiplicity": 1, "symbols": ["C", "C", "O", "C", "N", "C", "O", "H", "H", "H", "H", "H", "H", "H", "H", "H"], "positions_angstrom": [[1.59, -0.61, -1.43], [0.39, 0.06, -0.80], [-0.78, -0.59, -1.29], [0.41, 0.01, 0.72], [-0.62, 0.94, 1.24], [-1.92, 0.39, 1.39], [-2.79, 0.57, 0.58], [2.51, -0.10, -1.13], [1.51, -0.56, -2.52], [1.66, -1.67, -1.15], [0.37, 1.12, -1.08], [-1.54, -0.03, -1.06], [0.26, -1.03, 1.05], [1.37, 0.34, 1.11], [-0.32, 1.40, 2.09], [-2.12, -0.23, 2.28]]}

R) {"formula": "C4H9NO2", "method": "ωB97M-V/def2-TZVPD", "orbital_gap_ev": 10.44, "multiplicity": 1, "symbols": ["O", "C", "C", "C", "N", "C", "O", "H", "H", "H", "H", "H", "H", "H", "H", "H"], "positions_angstrom": [[0.43, 2.48, -1.10], [-0.26, 1.63, -0.61], [0.18, 0.19, -0.50], [0.19, -0.48, -1.88], [-0.72, -0.53, 0.39], [-0.43, -0.43, 1.79], [0.91, -0.77, 2.17], [-1.25, 1.85, -0.17], [1.19, 0.21, -0.09], [0.19, 0.21, -2.73], [1.11, -1.05, -1.96], [-0.63, -1.17, -2.04], [-0.72, -1.51, 0.12], [-0.67, 0.57, 2.17], [-1.01, -1.19, 2.29], [1.48, -0.01, 2.14]]}

What should be chosen as the most stable of them? Choose P).